*one*
# C52H127N5O14

14 unconnected molecules or ions with the total composition C52H127N5O14 (ωB97M-V/def2-TZVPD, OMol25).

Calculated values
Highest occupied orbital energy: -7.9 eV

The geometry in ORCA input format:
```
! RIJCOSX wB97M-V def2-TZVPD def2/J DEFGRID3
* xyz 0 1
C 23.257 -26.884 8.348
O 24.245 -27.319 7.380
H 23.808 -26.578 9.237
H 22.556 -26.149 7.954
H 22.772 -27.680 8.914
H 24.799 -26.547 7.240
C 14.686 -24.159 -2.302
O 15.652 -25.208 -2.081
H 14.919 -23.729 -3.277
H 13.657 -24.519 -2.319
H 14.942 -23.309 -1.670
H 15.198 -25.808 -1.485
C 18.790 -10.972 4.189
O 19.863 -11.860 4.051
H 18.547 -10.313 3.356
H 17.937 -11.558 4.530
H 19.047 -10.286 4.996
H 20.199 -12.108 4.916
C 19.356 -14.794 -5.263
O 20.138 -15.877 -4.663
H 18.301 -14.850 -4.995
H 19.762 -13.822 -4.984
H 19.339 -14.921 -6.345
H 19.982 -16.658 -5.199
C 14.357 -18.555 -4.998
O 14.461 -18.789 -6.390
H 14.940 -19.195 -4.336
H 14.560 -17.489 -4.891
H 13.342 -18.442 -4.616
H 13.732 -19.323 -6.716
C 28.826 -23.254 5.574
O 27.920 -24.108 6.236
H 28.548 -23.255 4.520
H 28.864 -22.240 5.974
H 29.869 -23.488 5.784
H 28.068 -24.084 7.184
C 22.963 -12.783 -1.084
O 23.571 -13.855 -1.864
H 23.149 -11.844 -1.604
H 21.891 -12.982 -1.095
H 23.330 -12.726 -0.059
H 22.768 -14.223 -2.239
O 15.507 -27.612 6.473
H 15.659 -27.056 5.709
H 16.244 -28.223 6.475
O 18.990 -20.145 -6.613
H 18.093 -19.989 -6.909
H 19.117 -21.088 -6.719
C 32.066 -15.129 2.588
C 31.588 -14.309 3.820
C 31.242 -15.257 4.937
C 32.561 -15.756 5.699
C 33.347 -14.584 6.220
C 33.739 -13.608 5.073
N 32.525 -13.259 4.349
O 32.854 -12.377 3.407
C 34.213 -12.308 5.940
C 34.996 -14.131 4.215
C 30.228 -13.614 3.468
H 32.484 -14.419 1.874
H 31.384 -15.799 2.065
H 32.854 -15.855 2.787
H 30.551 -14.759 5.618
H 30.743 -16.137 4.530
H 33.171 -16.282 4.964
H 32.337 -16.497 6.466
H 34.267 -14.826 6.753
H 32.763 -14.127 7.019
H 33.333 -11.887 6.428
H 34.940 -12.514 6.726
H 34.489 -11.491 5.273
H 34.726 -14.903 3.493
H 35.397 -13.360 3.557
H 35.788 -14.451 4.892
H 29.636 -14.426 3.046
H 30.281 -12.953 2.603
H 29.632 -13.335 4.337
H 32.330 -11.629 3.702
C 18.568 -22.158 2.972
C 20.070 -21.959 2.445
C 19.871 -21.491 0.975
C 21.202 -20.902 0.302
C 21.691 -19.774 1.126
C 21.928 -20.186 2.679
N 20.714 -20.886 3.223
O 20.746 -21.290 4.534
C 23.316 -20.888 2.786
C 21.909 -18.745 3.422
C 20.861 -23.329 2.391
H 18.097 -21.176 2.941
H 18.472 -22.591 3.968
H 18.005 -22.785 2.280
H 19.545 -22.358 0.401
H 19.198 -20.634 0.974
H 20.994 -20.668 -0.742
H 22.006 -21.638 0.296
H 21.134 -18.865 0.896
H 22.682 -19.523 0.746
H 24.198 -20.359 2.425
H 23.472 -21.107 3.842
H 23.502 -21.909 2.453
H 22.512 -17.990 2.917
H 20.891 -18.359 3.475
H 22.317 -18.831 4.429
H 21.828 -23.302 1.888
H 20.145 -23.958 1.861
H 21.209 -23.640 3.376
H 20.063 -20.691 4.844
C 7.888 -17.800 1.720
C 9.475 -17.798 1.980
C 9.877 -16.404 1.594
C 11.136 -15.953 2.294
C 11.075 -15.958 3.780
C 10.592 -17.386 4.356
N 9.655 -18.078 3.465
O 8.989 -19.322 3.920
C 11.831 -18.259 4.534
C 9.936 -17.132 5.770
C 10.305 -18.801 1.137
H 7.669 -17.438 0.715
H 7.375 -18.762 1.759
H 7.344 -17.172 2.426
H 10.091 -16.347 0.527
H 9.131 -15.683 1.928
H 12.016 -16.531 2.012
H 11.249 -14.917 1.975
H 10.327 -15.215 4.057
H 11.994 -15.660 4.286
H 12.064 -18.764 3.596
H 11.758 -19.213 5.057
H 12.676 -17.623 4.799
H 9.552 -18.122 6.018
H 9.003 -16.570 5.725
H 10.679 -16.665 6.416
H 9.984 -18.848 0.097
H 11.391 -18.799 1.226
H 10.065 -19.841 1.357
H 8.097 -19.030 4.120
C 28.314 -18.147 -4.545
C 28.891 -17.541 -5.915
C 28.897 -18.763 -6.893
C 28.908 -18.377 -8.421
C 27.910 -17.283 -8.717
C 28.030 -16.019 -7.793
N 28.014 -16.388 -6.399
O 28.012 -15.319 -5.499
C 29.258 -15.210 -8.206
C 26.760 -15.145 -8.102
C 30.357 -17.047 -5.633
H 27.296 -18.371 -4.863
H 28.281 -17.359 -3.792
H 29.008 -18.924 -4.224
H 29.702 -19.449 -6.629
H 28.025 -19.368 -6.646
H 28.664 -19.309 -8.931
H 29.946 -18.190 -8.695
H 26.972 -17.808 -8.541
H 28.086 -16.958 -9.743
H 30.232 -15.681 -8.335
H 28.977 -14.647 -9.097
H 29.293 -14.396 -7.481
H 26.400 -15.293 -9.120
H 26.023 -15.454 -7.361
H 26.997 -14.081 -8.073
H 30.432 -16.234 -4.910
H 30.828 -16.566 -6.490
H 30.914 -17.912 -5.274
H 27.246 -15.518 -4.956
C 13.102 -22.719 12.450
C 14.201 -21.722 12.719
C 14.391 -21.560 14.249
C 15.718 -21.042 14.698
C 16.834 -21.944 14.179
C 16.838 -22.011 12.593
N 15.457 -22.246 12.059
O 15.429 -22.381 10.711
C 17.396 -20.754 11.966
C 17.807 -23.216 12.142
C 13.630 -20.452 11.996
H 12.160 -22.708 12.998
H 13.555 -23.641 12.814
H 12.770 -22.837 11.418
H 13.765 -20.751 14.626
H 14.229 -22.427 14.890
H 15.745 -20.957 15.784
H 15.879 -20.044 14.290
H 16.661 -22.922 14.629
H 17.834 -21.637 14.486
H 17.229 -20.539 10.910
H 16.943 -19.930 12.518
H 18.485 -20.730 12.006
H 17.321 -24.191 12.157
H 18.030 -23.090 11.083
H 18.792 -23.159 12.605
H 13.710 -20.602 10.920
H 14.316 -19.656 12.284
H 12.584 -20.223 12.199
H 15.452 -23.328 10.555
*
```

*two*
# C52H127N5O14

14 unconnected molecules or ions with the total composition C52H127N5O14 (ωB97M-V/def2-TZVPD, OMol25).

Calculated values
Highest occupied orbital energy: -8.1 eV

The geometry in ORCA input format:
```
! RIJCOSX wB97M-V def2-TZVPD def2/J DEFGRID3
* xyz 0 1
C 0.816 -6.972 3.037
O 0.214 -7.847 4.012
H 1.788 -7.434 2.866
H 0.197 -6.969 2.139
H 0.914 -5.974 3.465
H -0.087 -8.636 3.555
C 7.068 -1.342 2.025
O 7.561 -2.204 1.061
H 6.826 -0.377 1.579
H 6.153 -1.857 2.315
H 7.783 -1.156 2.827
H 8.317 -1.804 0.626
C 1.762 -1.006 5.776
O 0.598 -1.040 5.051
H 2.626 -1.120 5.122
H 1.809 -0.072 6.337
H 1.793 -1.683 6.629
H -0.102 -0.706 5.617
C 2.231 -4.524 5.545
O 3.192 -3.975 6.375
H 2.866 -4.911 4.748
H 1.694 -5.335 6.035
H 1.541 -3.784 5.141
H 3.686 -3.309 5.892
C 3.251 -3.869 -1.900
O 2.812 -4.021 -0.530
H 2.457 -3.341 -2.426
H 4.188 -3.314 -1.938
H 3.514 -4.792 -2.417
H 2.487 -3.155 -0.273
C 4.547 1.448 4.946
O 5.590 0.660 5.620
H 4.241 2.251 5.617
H 4.962 1.812 4.007
H 3.704 0.795 4.718
H 6.420 1.095 5.414
C 5.602 -1.033 -1.894
O 4.591 -1.067 -2.937
H 5.888 -2.058 -1.658
H 6.479 -0.649 -2.414
H 5.400 -0.400 -1.030
H 4.779 -1.822 -3.499
O -2.105 -3.584 5.099
H -3.013 -3.281 5.104
H -1.800 -3.416 4.207
O 2.907 -4.698 2.222
H 2.476 -3.872 2.440
H 3.051 -4.652 1.277
C -3.923 -2.099 -6.079
C -3.016 -3.360 -6.159
C -1.551 -2.896 -6.522
C -0.504 -4.003 -6.273
C -0.619 -4.605 -4.843
C -2.093 -4.906 -4.345
N -3.095 -3.937 -4.732
O -4.385 -4.190 -4.298
C -2.500 -6.357 -4.799
C -2.012 -4.923 -2.834
C -3.532 -4.316 -7.261
H -4.931 -2.375 -6.389
H -3.623 -1.332 -6.793
H -3.967 -1.659 -5.083
H -1.530 -2.613 -7.575
H -1.168 -2.088 -5.899
H 0.520 -3.636 -6.354
H -0.586 -4.793 -7.020
H -0.091 -3.865 -4.241
H -0.019 -5.515 -4.843
H -2.497 -6.451 -5.885
H -1.812 -7.140 -4.481
H -3.492 -6.666 -4.467
H -1.600 -3.982 -2.468
H -2.987 -4.963 -2.348
H -1.336 -5.637 -2.364
H -4.283 -5.056 -6.985
H -2.696 -4.815 -7.752
H -3.963 -3.714 -8.062
H -4.672 -4.801 -4.980
C 1.296 7.304 -0.367
C 0.976 6.705 -1.733
C 2.256 6.705 -2.731
C 3.127 5.413 -2.732
C 2.338 4.168 -2.706
C 1.307 4.138 -1.549
N 0.418 5.315 -1.589
O -0.586 5.218 -0.677
C 0.562 2.802 -1.786
C 2.138 4.077 -0.170
C -0.153 7.613 -2.468
H 2.234 6.870 -0.020
H 0.483 7.282 0.358
H 1.594 8.340 -0.527
H 1.966 7.117 -3.697
H 2.793 7.536 -2.275
H 3.975 5.389 -2.047
H 3.633 5.398 -3.697
H 3.014 3.318 -2.608
H 1.772 4.064 -3.631
H 0.090 2.505 -0.850
H -0.268 2.875 -2.489
H 1.129 1.914 -2.066
H 3.107 4.575 -0.196
H 1.575 4.353 0.721
H 2.491 3.067 0.040
H -0.611 7.147 -3.340
H 0.159 8.595 -2.823
H -0.953 7.868 -1.773
H -1.359 5.451 -1.198
C -5.927 -0.569 -0.766
C -5.838 -0.941 -2.256
C -6.494 0.146 -3.193
C -5.653 1.421 -3.448
C -4.169 0.990 -3.891
C -3.448 0.025 -2.899
N -4.385 -1.118 -2.697
O -3.709 -2.249 -2.110
C -2.070 -0.327 -3.558
C -3.091 0.779 -1.627
C -6.599 -2.194 -2.650
H -6.919 -0.772 -0.362
H -5.301 -1.179 -0.114
H -5.690 0.482 -0.600
H -6.819 -0.277 -4.144
H -7.446 0.358 -2.706
H -6.025 1.952 -4.325
H -5.570 2.055 -2.565
H -3.529 1.858 -4.047
H -4.180 0.519 -4.874
H -2.169 -0.796 -4.536
H -1.522 -1.093 -3.009
H -1.430 0.519 -3.811
H -2.281 1.491 -1.782
H -2.780 0.109 -0.825
H -3.886 1.359 -1.158
H -6.149 -3.051 -2.148
H -7.648 -2.094 -2.371
H -6.453 -2.354 -3.718
H -3.502 -2.730 -2.915
C -1.019 -1.421 1.561
C 0.049 -2.325 0.931
C -0.024 -2.033 -0.600
C 0.540 -0.618 -1.017
C 1.923 -0.456 -0.377
C 2.116 -0.782 1.141
N 1.378 -2.026 1.438
O 1.547 -2.439 2.730
C 3.632 -0.923 1.402
C 1.595 0.424 1.996
C -0.291 -3.845 1.100
H -1.967 -1.845 1.229
H -1.061 -0.371 1.273
H -1.046 -1.509 2.648
H 0.504 -2.843 -1.104
H -1.007 -2.093 -1.067
H -0.166 0.094 -0.589
H 0.544 -0.602 -2.107
H 2.204 0.580 -0.567
H 2.520 -1.143 -0.976
H 3.765 -1.240 2.437
H 4.089 -1.635 0.715
H 4.092 0.051 1.237
H 0.655 0.838 1.630
H 1.328 0.117 3.007
H 2.371 1.186 2.060
H -0.320 -4.054 2.170
H 0.387 -4.560 0.633
H -1.222 -4.181 0.642
H 0.951 -1.796 3.119
C 0.294 6.734 3.987
C -0.710 6.000 4.868
C -1.926 5.464 4.091
C -1.918 3.974 3.579
C -1.091 2.963 4.411
C 0.204 3.569 4.846
N -0.058 4.847 5.555
O 0.878 5.127 6.468
C 0.875 2.539 5.784
C 1.123 3.669 3.615
C -1.333 6.982 5.860
H -0.181 7.656 3.655
H 0.617 6.189 3.100
H 1.276 6.891 4.434
H -2.872 5.683 4.585
H -2.047 6.047 3.178
H -1.538 4.027 2.559
H -2.962 3.673 3.490
H -0.925 2.150 3.703
H -1.696 2.604 5.243
H 1.906 2.706 6.097
H 0.379 2.629 6.751
H 0.758 1.495 5.494
H 0.688 3.819 2.628
H 1.900 4.424 3.740
H 1.617 2.700 3.547
H -2.009 6.472 6.547
H -1.956 7.779 5.452
H -0.518 7.447 6.416
H 1.628 5.440 5.957
*
```

Ranking the structures above by stability puts *two* first and *one* last.